Entry 1:
Molecular formula: C8H12S
Method: DFT, ωB97M-V/def2-TZVPD

The HOMO-LUMO gap is 8.9 eV. For the total energy, the calculation gives -710.1239 a.u. As for the highest occupied orbital energy: -8.085 eV. The calculation puts the energy above the lowest of the compared OMol25 structures with the same formula, charge and spin at 2.193 eV. The value obtained for the LUMO energy is 0.808 eV. The structure (SMILES) is CSC1=CC(C)(C)C=C1.

```
! wB97M-V def2-TZVPD RIJCOSX def2/J DEFGRID3
* xyz 0 1
S 1.212 2.789 -0.368
C -0.599 -0.807 0.386
C -1.725 0.235 0.173
C -1.265 1.389 -0.105
C 0.605 0.122 0.203
C 2.557 1.976 -1.229
C -0.735 -1.970 -0.623
C 0.185 1.346 -0.185
C -0.817 -1.330 1.832
H 0.148 -2.424 -0.854
H -1.892 -1.909 1.960
H 3.314 1.481 -0.570
H -1.708 2.347 -0.268
H 3.151 2.773 -1.759
H -1.405 -2.702 -0.258
H -1.306 -1.645 -1.691
H -0.814 -0.527 2.480
H 2.351 1.175 -1.986
H -0.114 -2.120 1.986
H 1.566 -0.240 0.345
H -2.710 0.044 0.530
*
```

=====

Entry 2:
Molecular formula: C8H12S
Method: DFT, ωB97M-V/def2-TZVPD

The HOMO-LUMO gap is 9.3 eV. For the total energy, the calculation gives -710.0889 a.u. As for the highest occupied orbital energy: -8.327 eV. The calculation puts the energy above the lowest of the compared OMol25 structures with the same formula, charge and spin at 3.145 eV. The value obtained for the LUMO energy is 0.994 eV.

```
! wB97M-V def2-TZVPD RIJCOSX def2/J DEFGRID3
* xyz 0 1
S 2.263 0.133 -0.713
C -2.319 -0.867 -0.581
C -1.144 -1.710 -0.208
C 0.227 1.949 0.119
C 3.010 -1.186 0.298
C -0.474 -0.345 0.049
C -1.533 0.379 -0.258
C -1.313 1.857 -0.127
C 0.815 0.517 0.420
H 1.242 0.244 1.362
H -3.233 -1.099 0.001
H -1.887 2.340 0.806
H -1.543 -2.388 0.614
H 0.608 2.288 -0.816
H 3.082 -0.932 1.413
H -0.501 -2.144 -0.956
H -2.662 -0.815 -1.695
H 0.572 2.572 0.944
H 4.045 -1.147 -0.159
H 2.344 -2.058 0.409
H -1.600 2.410 -0.924
*
```

=====

Entry 3:
Molecular formula: C8H13Br2O7V
Method: DFT, ωB97M-V/def2-TZVPD

The HOMO-LUMO gap (alpha / beta) is 2.9 / 5.5 eV. For the total energy, the calculation gives -6931.4588 a.u. As for the highest occupied orbital energy (alpha / beta): 1.183 / -1.472 eV. The value obtained for the LUMO energy (alpha / beta) is 4.076 / 4.075 eV.

```
! wB97M-V def2-TZVPD RIJCOSX def2/J DEFGRID3
* xyz -2 3
Br -2.661 -4.459 -2.319
Br -2.274 -6.195 0.652
V 0.435 0.591 0.159
O -0.311 1.032 2.486
O 1.697 1.102 1.989
O 2.259 -0.532 -0.856
O -1.054 2.124 -0.205
O -0.329 -0.782 0.475
O 0.612 -0.070 -2.146
O 0.915 2.949 -0.450
C 2.225 -1.511 -3.107
C 1.677 -0.688 -2.025
C -2.375 -3.545 -0.546
C -0.332 3.076 -0.490
C -1.036 4.411 -0.655
C -1.463 -4.433 0.266
C 0.836 1.401 2.835
C 1.104 2.533 3.825
H 1.569 2.229 4.763
H 1.428 -2.075 -3.592
H 1.783 3.299 3.452
H -0.545 -4.542 -0.311
H -0.347 5.241 -0.812
H 2.868 -2.289 -2.695
H 2.903 -0.931 -3.733
H 0.166 3.042 4.045
H -1.638 4.368 -1.563
H -1.670 4.582 0.214
H -1.192 -3.930 1.194
H -1.885 -2.592 -0.742
H -3.365 -3.405 -0.112
*
```

=====

Entry 4:
Molecular formula: C8H13BrF3InKNO
Method: DFT, ωB97M-V/def2-TZVPD

The HOMO-LUMO gap is 5.2 eV. For the total energy, the calculation gives -4105.8054 a.u. As for the highest occupied orbital energy: -6.870 eV. The value obtained for the LUMO energy is -1.679 eV.

```
! wB97M-V def2-TZVPD RIJCOSX def2/J DEFGRID3
* xyz 0 1
In 0.501 0.142 -1.336
Br 0.736 -3.519 2.250
K 3.128 -4.114 2.259
F -2.734 -2.126 1.267
F -3.251 1.451 1.027
F -5.372 -0.120 0.819
O 1.649 -0.812 1.951
N 2.912 2.680 1.555
C -1.719 0.253 -1.766
C 1.069 1.944 -0.033
C 1.248 -1.866 1.193
C -3.062 -1.039 0.280
C 1.218 -1.825 -0.474
C -3.899 0.139 0.738
C 2.717 1.909 0.246
C -2.589 -1.057 -1.306
H 0.680 -2.782 -0.908
H 0.537 1.951 1.014
H 2.518 2.037 2.284
H -1.837 0.348 -2.950
H 3.276 2.489 -0.618
H 0.895 2.947 -0.652
H 1.388 0.400 -2.917
H -3.603 -1.021 -1.935
H -2.079 -2.087 -1.602
H 2.362 -1.938 -0.794
H -2.104 1.279 -1.318
H 3.151 0.821 0.270
H 2.263 3.517 1.453
*
```

=====

Entry 5:
Molecular formula: C8H13ClN2O4S
Method: DFT, ωB97M-V/def2-TZVPD

The HOMO-LUMO gap is 10.9 eV. For the total energy, the calculation gives -1581.4779 a.u. As for the highest occupied orbital energy: -10.570 eV. The value obtained for the LUMO energy is 0.328 eV. The structure (SMILES) is C[C@H](Cl)C[C@@]1(N=C=O)C[C@@H](N)OS(=O)(=O)C1.

```
! wB97M-V def2-TZVPD RIJCOSX def2/J DEFGRID3
* xyz 0 1
Cl 2.167 0.511 2.010
S -1.602 1.795 1.495
O -0.652 1.913 2.551
O -0.033 -1.464 -3.344
O -2.686 2.718 1.391
O -2.186 0.324 1.557
N -2.587 -1.800 0.727
N -0.463 0.474 -2.029
C 0.000 0.599 -0.611
C -0.218 -0.508 -2.694
C -0.777 1.838 -0.092
C 1.537 0.837 -0.642
C -0.468 -0.627 0.173
C -1.974 -0.567 0.407
C 2.466 0.078 0.300
C 2.511 -1.442 0.102
H -1.590 2.050 -0.780
H 1.908 0.628 -1.646
H 1.983 -1.734 -0.807
H -1.947 -2.550 0.932
H -0.154 2.727 -0.031
H 3.537 -1.790 0.015
H 2.040 -1.969 0.927
H 3.460 0.474 0.105
H -3.297 -2.089 0.076
H 1.717 1.900 -0.484
H -0.213 -1.565 -0.319
H 0.009 -0.640 1.155
H -2.488 -0.120 -0.444
*
```

=====

Entry 6:
Molecular formula: C8H13CsNO3S
Method: DFT, ωB97M-V/def2-TZVPD

The HOMO-LUMO gap is 7.7 eV. For the total energy, the calculation gives -1011.1464 a.u. As for the highest occupied orbital energy: -11.793 eV. The value obtained for the LUMO energy is -4.098 eV.

```
! wB97M-V def2-TZVPD RIJCOSX def2/J DEFGRID3
* xyz 1 1
Cs 6.219 -0.518 -2.732
S -3.264 -0.882 -1.846
O -3.437 -1.209 -3.335
O -4.091 0.123 -1.222
O -1.699 -0.737 -1.470
N 3.421 1.240 2.160
C -0.927 0.072 -2.314
C -0.349 -0.776 -3.483
C 2.880 0.222 2.951
C -3.604 -2.482 -1.012
C 1.856 2.781 3.177
C 1.884 0.485 3.946
C 2.864 2.495 2.316
C 1.331 1.780 4.045
H -3.288 -3.341 -1.603
H 0.041 0.199 -1.829
H -1.185 1.101 -2.563
H -3.048 -2.477 -0.074
H 3.207 3.219 1.592
H 1.594 -0.367 4.544
H 3.197 -0.810 2.942
H 0.471 1.970 4.669
H -1.062 -1.266 -4.147
H -4.666 -2.542 -0.773
H 0.404 -0.250 -4.071
H 1.204 3.641 3.132
H 0.045 -1.671 -3.001
*
```

=====

Entry 7:
Molecular formula: C8H13IN2O2Si
Method: DFT, ωB97M-V/def2-TZVPD

The HOMO-LUMO gap is 9.0 eV. For the total energy, the calculation gives -1159.7477 a.u. As for the highest occupied orbital energy: -8.684 eV. The calculation puts the energy above the lowest of the compared OMol25 structures with the same formula, charge and spin at 0.000 eV. The value obtained for the LUMO energy is 0.335 eV. The structure (SMILES) is COC(=O)c1[nH]nc([Si](C)(C)C)c1I.

```
! wB97M-V def2-TZVPD RIJCOSX def2/J DEFGRID3
* xyz 0 1
I 2.013 -2.004 -1.093
Si -1.940 -1.189 0.044
O 3.888 0.783 -0.572
O 3.108 2.685 0.213
N -0.694 1.299 0.325
N 0.510 1.807 0.301
C -0.658 0.098 -0.080
C -3.641 -0.435 -0.120
C 1.602 1.012 -0.055
C 1.115 -0.179 -0.500
C -1.834 -2.334 -1.499
C 2.979 1.450 -0.114
C 4.464 3.118 0.234
C -2.090 -2.380 1.632
H -2.591 -3.138 -1.360
H -1.484 -1.926 2.426
H 4.552 4.228 0.252
H -3.175 -2.339 1.826
H 0.605 2.742 0.696
H -0.914 -2.905 -1.570
H -4.354 -0.837 0.590
H -1.863 -1.888 -2.454
H -4.168 -0.493 -1.113
H 5.037 2.671 -0.599
H 4.952 2.865 1.224
H -3.655 0.677 0.021
H -1.762 -3.385 1.345
*
```

=====

Entry 8:
Molecular formula: C8H13IN2O5PS
Method: DFT, ωB97M-V/def2-TZVPD

The HOMO-LUMO gap is 6.7 eV. For the total energy, the calculation gives -1835.1968 a.u. As for the highest occupied orbital energy: -12.602 eV. The value obtained for the LUMO energy is -5.932 eV.

```
! wB97M-V def2-TZVPD RIJCOSX def2/J DEFGRID3
* xyz 1 1
I -1.926 -1.330 0.172
S -1.037 -1.412 -6.096
P -0.568 -1.017 2.193
O -1.668 -1.341 3.501
O 0.265 -0.868 -6.341
O -0.863 -2.786 -5.248
O -1.741 -0.532 -4.927
O -1.992 -1.640 -7.135
N 1.618 2.525 3.199
N 0.679 3.428 2.989
C -0.125 0.824 2.458
C -1.192 1.909 2.196
C -1.059 -2.507 -3.863
C 1.293 1.179 2.961
C 3.417 0.108 1.935
C 2.443 0.080 3.238
C -0.656 3.353 2.515
C -2.077 -1.377 -3.828
H -1.319 4.281 2.369
H 0.975 4.402 3.216
H -0.100 -2.187 -3.444
H 3.942 1.118 1.810
H 4.244 -0.692 2.018
H -1.406 -3.396 -3.337
H -3.091 -1.755 -3.986
H -2.250 1.702 1.841
H 2.859 -0.115 0.967
H 3.037 0.359 4.178
H -2.040 -0.817 -2.893
H -1.656 -0.535 4.071
H 1.995 -0.964 3.270
*
```

=====

Entry 9:
Molecular formula: C8H13IO
Method: DFT, ωB97M-V/def2-TZVPD

The HOMO-LUMO gap is 8.6 eV. For the total energy, the calculation gives -685.3361 a.u. As for the highest occupied orbital energy: -8.051 eV. The calculation puts the energy above the lowest of the compared OMol25 structures with the same formula, charge and spin at 4.969 eV. The value obtained for the LUMO energy is 0.532 eV.

```
! wB97M-V def2-TZVPD RIJCOSX def2/J DEFGRID3
* xyz 0 1
I -4.105 0.576 0.130
O -0.809 -0.742 -0.158
C 2.149 0.242 0.222
C -5.336 -2.098 -0.502
C -1.456 0.007 0.696
C -4.223 -1.391 -0.564
C 2.313 0.677 -1.179
C 0.975 0.887 0.857
C -0.328 0.630 0.043
C 3.424 0.493 1.057
H 0.642 0.558 1.795
H 1.521 0.336 -1.939
H -3.331 -1.681 -0.949
H 3.428 0.456 2.170
H 4.334 -0.199 0.900
H 3.923 1.466 0.881
H -0.356 1.275 -0.886
H 1.975 -0.878 0.512
H -6.242 -1.648 -0.052
H 2.575 1.763 -1.257
H 3.313 0.306 -1.660
H -5.555 -3.013 -0.948
H 1.168 1.980 0.832
*
```